{
  "formula": "C3H12O2S",
  "method": "ωB97M-V with the def2-TZVPD basis set",
  "symbols": ["C", "C", "S", "C", "H", "H", "H", "H", "H", "H", "H", "H", "O", "H", "H", "O", "H", "H"],
  "coordinates": [[1.05912, 0.04240, -2.16563], [0.68738, 0.50517, -0.76336], [0.07659, 2.22187, -0.69465], [-1.65779, 2.05714, -1.12988], [0.14348, -0.24046, -2.68259], [1.69318, -0.84423, -2.10950], [1.59380, 0.82364, -2.70825], [1.50655, 0.47290, -0.07100], [-0.14545, -0.09207, -0.37093], [-2.27242, 1.80770, -0.27359], [-1.94197, 3.00666, -1.54703], [-1.84892, 1.35976, -1.94683], [-0.94294, -3.38282, 2.84500], [-0.11092, -3.38069, 2.34259], [-1.06053, -4.32595, 3.05877], [1.45489, -0.01842, 2.60391], [0.79652, 0.68171, 2.52259], [0.96944, -0.69432, 3.09038]],
  "forces_ev_per_a": [[0.0, -0.1, 0.3], [-1.0, 0.3, -0.3], [0.4, 0.0, 0.0], [0.0, -0.3, -0.4], [0.1, 0.1, -0.3], [0.0, 0.0, 0.0], [-0.1, -0.1, 0.0], [0.4, -0.1, 0.3], [0.4, -0.1, 0.1], [-0.1, 0.0, 0.1], [-0.3, 0.6, 0.1], [0.3, -0.2, 0.1], [0.5, -0.6, -0.2], [-0.4, 0.1, 0.2], [-0.1, 0.6, 0.0], [-0.3, 0.0, 0.1], [0.2, 0.1, -0.1], [0.1, -0.1, 0.0]],
  "fmax_ha_per_bohr": 0.021,
  "relative_energy_kcal_mol": 10.2,
  "smiles": "CCSC.O.O",
  "homo_ev": -8.4
}

***

{
  "formula": "C4H8O2",
  "method": "ωB97M-V with the def2-TZVPD basis set",
  "symbols": ["C", "C", "H", "H", "H", "H", "C", "O", "H", "H", "C", "O", "H", "H"],
  "coordinates": [[-0.03851, -1.97854, 0.49338], [-0.77346, -1.01434, 1.03708], [0.84602, -2.37267, 0.98851], [-0.29344, -2.40907, -0.47240], [-1.65439, -0.62382, 0.53468], [-0.51572, -0.57143, 1.99665], [1.71995, 0.24721, -0.61994], [1.96782, 1.15075, 0.14432], [2.35806, -0.65718, -0.67235], [0.84948, 0.27077, -1.29911], [-1.11092, 1.99767, -0.52437], [-1.37896, 1.20583, -1.39852], [-0.11687, 2.02349, -0.04315], [-1.85907, 2.73133, -0.16477]],
  "forces_ev_per_a": [[-0.1, 0.1, 0.1], [0.1, -0.2, -0.1], [-0.1, 0.1, 0.0], [0.0, 0.1, 0.1], [0.1, -0.1, 0.1], [0.0, -0.1, -0.1], [0.1, 0.2, 0.2], [0.0, -0.4, -0.3], [0.0, 0.1, 0.0], [0.1, 0.0, 0.1], [-0.1, -0.2, -0.3], [0.1, 0.4, 0.4], [-0.1, 0.0, -0.1], [0.0, -0.1, -0.1]],
  "fmax_ha_per_bohr": 0.011,
  "relative_energy_kcal_mol": 76.4,
  "smiles": "C=C.C=O.C=O",
  "homo_ev": -9.7
}

***

{
  "formula": "C6H6",
  "method": "ωB97M-V with the def2-TZVPD basis set",
  "symbols": ["C", "C", "C", "C", "C", "C", "H", "H", "H", "H", "H", "H"],
  "coordinates": [[3.41702, -0.15225, 0.04600], [2.41286, 0.37826, -0.38573], [1.27410, -0.29973, -0.76263], [0.24997, -0.53479, -0.16989], [-1.15216, -0.65619, 0.00197], [-1.80550, 0.71674, 0.11745], [4.44069, -0.22401, 0.21248], [-1.50155, -1.19584, -0.89032], [-1.31394, -1.27650, 0.87498], [-2.87543, 0.57438, 0.24968], [-1.41234, 1.26946, 0.97692], [-1.63574, 1.32597, -0.77713]],
  "forces_ev_per_a": [[1.4, 2.0, 0.1], [1.2, -2.1, -0.6], [-1.0, 1.6, 0.7], [-0.9, -0.7, -1.6], [-0.6, -0.2, 0.3], [-0.3, 0.1, 0.1], [1.1, -0.5, 0.5], [-0.2, 0.0, 0.3], [-0.6, -0.1, 0.2], [-0.1, 0.2, 0.0], [-0.1, -0.1, -0.1], [0.0, -0.2, 0.1]],
  "fmax_ha_per_bohr": 0.048,
  "relative_energy_kcal_mol": 129.6,
  "smiles": "C#CC#CCC",
  "homo_ev": -8.9
}

***

{
  "formula": "C34H71FI2N2O14",
  "method": "ωB97M-V with the def2-TZVPD basis set",
  "symbols": ["C", "C", "I", "C", "I", "C", "C", "N", "C", "C", "O", "O", "N", "C", "C", "C", "F", "H", "H", "H", "H", "H", "H", "H", "H", "H", "H", "H", "C", "O", "C", "C", "O", "C", "H", "H", "H", "H", "H", "H", "H", "H", "H", "H", "C", "O", "C", "C", "O", "C", "H", "H", "H", "H", "H", "H", "H", "H", "H", "H", "C", "O", "C", "C", "O", "C", "H", "H", "H", "H", "H", "H", "H", "H", "H", "H", "C", "O", "C", "C", "O", "C", "H", "H", "H", "H", "H", "H", "H", "H", "H", "H", "C", "O", "C", "C", "O", "C", "H", "H", "H", "H", "H", "H", "H", "H", "H", "H", "C", "O", "C", "C", "O", "C", "H", "H", "H", "H", "H", "H", "H", "H", "H", "H"],
  "coordinates": [[3.97905, 0.47690, -2.69842], [3.05125, 1.32917, -1.90550], [1.26968, 0.36121, -1.34054], [3.26923, 2.58106, -1.52946], [5.13194, 3.45431, -2.05175], [2.39839, 3.44926, -0.74526], [2.59226, 3.74252, 0.57358], [1.61184, 4.62866, 0.94004], [0.84313, 4.88512, -0.11568], [-0.28773, 5.89552, -0.05000], [-1.00015, 5.80432, 0.94413], [-0.29108, 6.69576, -1.00310], [1.28145, 4.18376, -1.16182], [0.74841, 4.25727, -2.53280], [-0.57492, 3.54178, -2.78923], [-1.84181, 4.23763, -2.32299], [-2.21383, 3.71644, -1.09334], [3.53864, -0.48278, -2.93701], [4.29246, 0.97377, -3.61126], [4.87909, 0.27674, -2.11939], [3.38417, 3.36063, 1.18508], [1.50790, 5.03870, 1.85562], [1.50696, 3.80995, -3.16593], [0.64844, 5.31413, -2.75024], [-0.57140, 2.55614, -2.34224], [-0.65449, 3.41983, -3.86608], [-1.75650, 5.31727, -2.26773], [-2.65264, 3.99427, -3.00707], [1.32262, 3.53097, 4.32755], [2.50507, 4.19189, 3.88452], [3.04623, 5.08335, 4.85450], [4.18432, 4.45811, 5.63169], [3.75879, 3.35371, 6.41174], [4.01039, 2.09825, 5.80521], [1.16412, 2.66817, 3.68159], [1.41615, 3.18712, 5.35811], [0.45823, 4.19705, 4.24380], [2.26169, 5.42873, 5.53275], [3.43045, 5.95351, 4.31419], [4.58175, 5.20611, 6.32362], [4.99329, 4.16188, 4.95620], [5.06176, 1.81812, 5.92998], [3.76224, 2.10215, 4.74169], [3.38915, 1.35829, 6.30702], [4.42745, -5.76023, -5.19365], [4.34557, -5.74367, -3.77845], [4.94826, -4.59791, -3.19711], [3.91890, -3.54702, -2.84211], [3.25451, -3.03915, -3.98812], [1.99815, -3.66463, -4.20242], [3.69010, -6.47425, -5.55878], [4.21243, -4.78100, -5.62557], [5.42240, -6.08674, -5.51499], [5.71149, -4.18641, -3.86459], [5.44561, -4.92027, -2.27676], [4.42789, -2.70396, -2.36270], [3.19464, -3.95138, -2.12835], [1.24577, -3.23334, -3.53405], [2.04486, -4.74253, -4.04174], [1.69934, -3.47653, -5.23345], [-3.15028, 8.03651, 0.79596], [-3.89473, 8.82181, 1.72917], [-4.98950, 9.50466, 1.15384], [-6.29533, 8.76479, 1.36217], [-6.31340, 7.51377, 0.69708], [-5.98800, 6.42082, 1.54185], [-2.54643, 7.32461, 1.34930], [-3.80664, 7.48431, 0.12006], [-2.48458, 8.67698, 0.20937], [-4.81865, 9.68017, 0.08648], [-5.06051, 10.48012, 1.64875], [-7.11117, 9.36243, 0.94123], [-6.49057, 8.63465, 2.43175], [-6.85133, 6.13680, 2.15210], [-5.14291, 6.64903, 2.19351], [-5.71708, 5.57967, 0.90454], [-3.29220, -6.33869, -3.29503], [-2.66406, -7.11317, -4.30185], [-1.61957, -6.43046, -4.97325], [-0.25378, -6.79561, -4.43116], [-0.09081, -6.38677, -3.08094], [-0.30169, -7.44109, -2.15277], [-3.84185, -7.02083, -2.64852], [-2.56687, -5.78982, -2.69111], [-3.99896, -5.63164, -3.74266], [-1.77307, -5.34776, -4.92186], [-1.66675, -6.72759, -6.02554], [0.50740, -6.27225, -5.01956], [-0.07270, -7.87009, -4.53080], [0.58455, -8.08186, -2.09337], [-1.16947, -8.04736, -2.41811], [-0.47272, -6.99133, -1.17585], [5.92955, -10.85929, -0.66650], [6.08231, -9.54463, -1.17081], [5.11800, -9.20021, -2.15438], [3.97383, -8.39466, -1.58046], [3.21293, -9.13586, -0.63622], [3.56264, -8.86374, 0.70862], [6.48730, -10.92258, 0.26677], [4.88338, -11.10069, -0.46777], [6.34069, -11.58953, -1.37211], [4.74037, -10.09919, -2.65169], [5.62764, -8.58795, -2.90421], [3.29728, -8.12226, -2.39516], [4.34403, -7.46764, -1.13237], [3.10956, -7.92176, 1.03777], [4.64458, -8.80981, 0.84500], [3.17160, -9.67332, 1.32338], [-6.02240, 1.94683, 5.95331], [-7.40100, 1.77997, 5.67273], [-8.12818, 2.99795, 5.67362], [-8.33582, 3.54382, 4.27694], [-7.11344, 3.90158, 3.65414], [-6.62221, 2.91236, 2.76544], [-5.50815, 1.04212, 5.63227], [-5.59814, 2.79999, 5.42034], [-5.86487, 2.07833, 7.02952], [-7.62885, 3.74177, 6.30210], [-9.10736, 2.78739, 6.11461], [-8.93909, 4.45447, 4.34643], [-8.88416, 2.82408, 3.66121], [-7.15522, 2.96121, 1.80958], [-6.71842, 1.90770, 3.18189], [-5.56802, 3.12099, 2.58829]],
  "forces_ev_per_a": [[0.2, -0.3, 0.1], [-0.3, -0.1, 0.0], [0.1, 0.1, 0.1], [0.0, 0.2, -0.4], [-0.2, 0.0, 0.0], [0.0, 0.1, 1.0], [0.0, -0.2, -0.9], [0.5, -0.5, -0.3], [-0.2, 0.1, 0.1], [-0.4, 0.9, -0.5], [0.2, -0.3, 0.6], [0.1, -0.3, -0.1], [0.4, -0.2, 0.3], [-0.1, 0.0, 0.1], [0.0, 0.4, 0.2], [-0.2, -0.4, -0.5], [0.0, 0.2, 0.4], [-0.1, -0.1, -0.2], [0.0, 0.1, -0.2], [0.2, 0.1, 0.1], [-0.1, 0.2, 0.4], [-0.2, 0.0, 0.1], [0.2, 0.0, -0.1], [0.0, 0.2, -0.1], [0.0, -0.3, 0.0], [0.1, -0.1, -0.2], [0.1, 0.1, 0.3], [-0.1, 0.0, -0.1], [-0.1, 0.0, -0.1], [-0.1, 0.0, 0.0], [0.1, 0.1, -0.2], [0.0, 0.0, 0.2], [-0.1, 0.0, -0.2], [0.1, 0.0, 0.1], [0.0, 0.0, 0.0], [0.0, 0.0, 0.0], [0.0, 0.0, 0.0], [0.0, 0.0, 0.0], [0.0, 0.0, 0.0], [0.0, 0.0, 0.0], [0.0, 0.0, 0.0], [0.0, 0.0, -0.1], [0.0, 0.0, 0.0], [0.0, 0.0, 0.0], [0.0, -0.1, 0.0], [0.0, 0.1, -0.1], [-0.1, -0.2, 0.2], [0.1, 0.3, -0.1], [0.0, -0.2, 0.0], [-0.2, 0.1, -0.1], [0.0, 0.0, 0.0], [0.0, 0.0, 0.0], [0.0, 0.0, 0.0], [0.0, 0.1, 0.0], [0.0, 0.0, 0.0], [0.0, 0.0, 0.0], [0.0, 0.0, 0.0], [0.0, -0.1, 0.0], [0.0, 0.0, 0.1], [0.0, 0.1, 0.0], [0.0, 0.1, 0.1], [-0.1, -0.1, -0.1], [0.1, 0.1, 0.2], [-0.1, 0.0, -0.2], [0.1, 0.0, 0.1], [-0.1, 0.0, 0.0], [0.0, 0.1, 0.0], [0.0, 0.0, 0.0], [0.0, 0.0, -0.1], [0.0, 0.0, 0.0], [0.0, 0.0, 0.0], [0.0, 0.0, 0.0], [0.0, 0.0, 0.0], [0.0, 0.0, 0.1], [0.0, 0.0, 0.0], [0.0, 0.0, 0.0], [-0.1, 0.0, 0.0], [0.1, 0.0, 0.1], [-0.1, -0.2, -0.1], [0.1, 0.3, 0.1], [-0.1, -0.1, -0.1], [0.1, 0.0, 0.1], [0.0, 0.0, 0.0], [0.0, 0.0, 0.0], [0.0, 0.0, 0.0], [0.0, 0.0, 0.0], [0.0, 0.0, 0.0], [0.0, 0.0, -0.1], [-0.1, 0.0, 0.0], [0.0, 0.0, 0.0], [0.0, 0.0, 0.0], [0.0, 0.0, 0.0], [0.1, 0.0, 0.0], [-0.1, 0.0, 0.1], [0.2, 0.1, 0.0], [-0.3, -0.1, -0.1], [0.1, 0.0, 0.0], [-0.1, 0.0, 0.0], [0.0, 0.0, 0.0], [0.0, 0.0, 0.0], [0.0, 0.0, 0.0], [0.0, 0.0, 0.0], [0.0, 0.0, 0.0], [0.0, 0.1, 0.0], [0.0, 0.0, 0.0], [0.1, 0.0, 0.0], [0.0, 0.0, 0.0], [0.0, 0.0, 0.0], [0.0, 0.0, 0.1], [0.1, 0.1, -0.1], [-0.1, -0.2, 0.0], [0.1, 0.3, 0.0], [0.0, -0.2, 0.1], [0.0, 0.1, -0.1], [0.0, 0.0, 0.0], [0.0, 0.0, 0.0], [0.0, 0.0, 0.0], [0.0, 0.0, 0.0], [0.0, 0.0, 0.0], [0.0, 0.0, 0.0], [0.0, -0.1, 0.0], [0.0, -0.1, 0.0], [0.0, 0.0, 0.0], [0.0, 0.1, 0.0]],
  "fmax_ha_per_bohr": 0.022,
  "homo_ev": -8.3
}